{
  "formula": "C36H96B2F8N6O12",
  "method": "ωB97M-V with the def2-TZVPD basis set",
  "de_lowest_kcal_mol": 102.3,
  "energy_ha": -3508.21851,
  "total_charge": 4,
  "gap_ev": 8.1,
  "e_homo_ev": -16.47,
  "species": ["C", "H", "H", "C", "H", "H", "H", "C", "H", "H", "C", "H", "H", "H", "C", "O", "H", "H", "C", "H", "O", "H", "C", "H", "C", "H", "C", "H", "C", "H", "H", "H", "H", "H", "H", "H", "C", "H", "H", "N", "H", "H", "C", "H", "H", "H", "H", "H", "H", "O", "H", "O", "H", "F", "H", "C", "H", "F", "H", "H", "C", "C", "H", "C", "C", "C", "H", "C", "H", "O", "O", "H", "H", "C", "F", "C", "H", "H", "H", "H", "N", "O", "H", "H", "H", "C", "H", "C", "H", "H", "O", "O", "H", "H", "H", "H", "H", "H", "H", "C", "H", "C", "H", "N", "N", "H", "O", "O", "H", "H", "C", "H", "H", "H", "F", "H", "B", "H", "H", "C", "H", "H", "H", "C", "F", "B", "H", "F", "C", "H", "C", "C", "H", "H", "H", "C", "H", "H", "F", "H", "H", "C", "C", "N", "C", "C", "H", "H", "H", "O", "N", "H", "H", "H", "H", "H", "H", "H", "F", "H"],
  "coordinates": [[0.67060, -2.80907, 7.58772], [-0.45109, 1.80580, 8.63827], [-6.11982, 1.21941, 3.80594], [-0.12350, 4.95863, 1.82630], [-1.39056, -4.61412, -3.07516], [3.64921, -7.03595, 2.12497], [1.78162, -0.00424, -0.29241], [-3.55170, -2.00233, -1.83828], [2.80868, -0.53290, 4.93006], [3.07521, 0.18078, -4.79698], [-0.92166, -5.35035, -2.41815], [2.00687, -5.27161, 2.14375], [0.34752, 3.09693, 2.52436], [-2.92560, -1.86176, 2.55887], [0.57281, 1.44131, 8.62514], [-3.12057, 2.84361, 1.90988], [-3.98032, -0.42465, 3.90185], [1.38025, -2.99764, 2.16920], [-4.06924, 3.24947, 0.93884], [-2.57425, -2.42765, -2.08202], [6.88589, 1.85708, -4.61632], [0.76259, 0.71715, 9.41428], [1.19598, -2.53156, 5.26001], [0.34354, 0.24943, -5.87325], [-2.99074, -1.99816, 0.44770], [-0.16729, 2.90382, -4.45630], [-7.26773, -0.03215, 1.20893], [-3.14276, -3.07900, 0.33490], [2.75845, 0.13465, -2.60802], [-3.77752, 4.14774, 0.38215], [-2.82378, 0.42382, 1.82956], [-8.16615, -0.22784, 1.79477], [0.80746, -4.45026, 0.52542], [1.28315, 2.25071, 8.81617], [2.38608, 1.86923, 5.29328], [5.19951, -6.13222, 2.16414], [7.90631, 2.72886, -5.12934], [2.68167, -4.59870, -1.01903], [0.39409, 2.51299, 6.50102], [1.88856, -0.23338, 5.25832], [-1.55734, 2.07851, -2.23518], [8.20920, 3.38035, -4.31409], [-3.35451, -0.12324, -9.83685], [1.77981, -0.36648, -2.60092], [-0.29692, 2.82961, -8.48689], [-4.31727, 0.24700, 1.12167], [-1.67082, 0.37319, -2.34203], [1.12931, 3.83168, -2.06009], [-4.32630, 2.52647, 0.16353], [1.63293, -2.48614, 6.58389], [2.16070, 3.09679, -0.80783], [-0.07597, -4.68858, -1.47933], [3.26276, -4.28643, 3.07064], [-3.50351, -0.99302, 6.00075], [-4.99743, 3.42394, 1.49491], [-1.84805, 1.55410, -9.22376], [0.41476, -3.28387, 5.13685], [-1.55605, -0.25483, 4.88821], [-4.33894, 0.34237, -9.76232], [-1.77490, 0.87749, -6.84845], [0.89661, 4.68098, 0.72418], [3.45402, -0.27808, -3.88501], [3.19814, -0.39984, 0.56187], [4.31451, -6.36956, 1.57288], [2.84018, -4.55738, 2.10027], [0.44174, 1.44781, 6.25627], [-4.59677, -1.94979, 1.90837], [-3.59167, -1.56947, 1.74626], [-6.34688, -0.47272, 3.59474], [-2.36671, 0.28937, -8.88094], [-3.57855, -1.27678, -0.61943], [-1.50613, 2.49107, 3.87665], [3.35581, -1.35385, -4.03099], [2.03096, -3.72269, -1.01288], [0.05069, -0.98232, 1.20995], [-2.89566, 3.79937, 2.92812], [0.18393, 1.14887, -8.53952], [2.02776, -0.36902, 6.27835], [0.96345, 1.83245, -6.25249], [-1.45432, 1.68343, -10.23760], [1.36496, -3.61601, 0.32305], [0.27787, 3.77445, -0.16961], [0.63441, 2.34905, -1.56204], [0.65495, -2.88049, 0.22356], [4.62869, -6.92260, 0.69075], [6.37254, 1.08194, -5.70976], [6.38990, -0.90106, -4.76682], [-1.94656, 1.28608, -2.88596], [2.88458, 1.27020, -0.16429], [2.90119, -2.48314, 1.36117], [-6.31730, 0.80359, 1.84888], [3.74320, -5.11743, 1.18776], [-1.01900, 5.41179, 1.41519], [-1.13651, 4.17789, 4.19262], [-6.82118, -0.97848, 0.88243], [-0.91239, 3.08944, 1.49596], [7.20452, 0.72061, -6.31664], [0.42884, 1.37913, -3.82981], [-3.42800, -1.20011, -9.70201], [2.86600, 0.18697, -0.28931], [5.36292, -0.27740, -3.06691], [0.75870, -1.12742, 4.85524], [-3.73263, -1.35519, -2.69672], [-0.52582, 3.58087, 2.31271], [-1.03150, 1.59308, -6.88961], [-1.63229, 2.36864, -6.57996], [0.91773, 0.76553, 7.40196], [3.50517, -0.20594, -1.48027], [-0.54475, 1.12432, 5.91240], [-1.69692, -5.85110, -1.84423], [0.94951, -3.90154, -2.06239], [2.58296, 1.22074, -2.64026], [5.72728, 1.77321, -6.25698], [-3.97062, 1.28997, 3.40431], [-1.14766, 0.34977, 2.76142], [-0.36305, -6.08057, -3.00483], [-0.37607, 0.33499, 1.60289], [1.24970, -4.21760, -3.06238], [-0.36416, -2.63489, 7.29454], [5.68931, -0.13119, -5.10174], [7.64164, 3.25094, -6.04976], [-0.09792, -0.77567, 5.42828], [2.74012, -2.92156, -1.21735], [-1.52467, 3.49118, 3.44056], [-2.66701, 1.13909, 6.26624], [-2.34400, -0.22973, 6.08348], [5.21504, -0.76436, -5.85796], [-1.52845, -0.68543, 7.13140], [-4.35535, 0.30093, 3.18166], [-3.03223, 1.37394, -2.84951], [2.21562, -3.30694, 1.53743], [-0.28319, 1.81870, -4.54090], [0.55061, -0.95539, 3.79724], [-2.63626, 2.30730, -9.10599], [1.15976, 5.62199, 0.23207], [0.06825, 1.29927, -5.92813], [-4.35013, -2.74024, -1.75909], [0.99903, 1.36444, 4.22458], [-1.16319, 0.74995, 0.51877], [-7.55007, 0.51998, 0.31212], [0.96948, -2.41476, 8.55487], [1.52399, 1.22302, 5.16935], [1.13460, 3.22482, -1.14119], [4.90774, 0.19488, -3.84834], [-5.87458, 0.39576, 3.13255], [-0.65386, 1.81180, -8.32939], [0.74766, -3.88919, 7.77957], [4.84495, 1.18738, -3.61285], [-2.90449, 4.80919, 2.51609], [-1.56207, 1.31091, -4.23746], [-3.71556, -0.07241, 1.88845], [0.49308, -2.91647, -2.26396], [-3.55718, 3.59884, 3.77475], [-1.90376, -1.86523, 0.37897], [-3.04955, 0.03659, -10.87435], [2.00659, -2.79100, 4.56810], [0.33109, 5.51792, 2.63881], [1.84736, 4.32160, 1.13375], [0.79341, 1.10437, 1.74756], [8.82067, 2.17677, -5.37698]],
  "atomic_forces_ev_per_a": [[-0.04, -1.97, 0.31], [-0.09, -0.20, -0.08], [-0.07, -0.10, 0.18], [0.19, -1.16, -0.37], [-0.03, -0.03, -0.11], [-0.27, 0.34, 0.12], [0.07, -0.29, -0.48], [-0.36, 0.15, -0.12], [-0.17, 0.41, -0.76], [-0.47, 0.16, 0.25], [-0.13, 0.13, 0.02], [0.00, -0.09, 1.02], [-0.21, -0.34, 0.20], [-0.23, -0.25, 0.11], [0.81, -0.49, 0.31], [0.68, -0.46, -1.03], [-0.23, 0.31, 0.33], [0.71, 0.33, 0.78], [-1.30, 0.74, 0.31], [0.12, -0.39, 0.51], [0.03, -0.33, -0.87], [-0.40, -0.03, 0.04], [-0.48, 0.29, -0.21], [-0.62, -0.19, -0.44], [0.33, -0.28, -0.97], [-0.47, 0.12, -0.09], [-0.05, 0.05, -0.68], [-0.29, 0.02, 0.04], [-0.59, 0.56, -0.35], [0.16, 0.12, 0.37], [-0.01, -0.25, -0.11], [0.14, 0.09, 0.21], [0.23, -0.25, -0.38], [-0.15, 0.22, -0.26], [0.17, -0.19, 0.01], [-0.01, -0.37, 0.18], [1.06, -0.16, 0.53], [-0.23, -0.16, 0.45], [-0.01, 0.15, -0.32], [0.47, 0.48, 1.02], [0.17, 0.37, -0.59], [-0.35, 0.33, -0.17], [-0.13, -1.04, -0.48], [-0.07, 0.14, 0.08], [-0.04, 0.06, 0.36], [-0.01, 0.22, 0.06], [0.10, -0.22, -0.49], [0.42, 0.64, 0.35], [0.60, -0.62, 0.43], [0.72, 0.39, -0.09], [-0.04, -0.27, 0.15], [0.66, -0.32, -0.07], [0.04, -0.42, 0.16], [0.34, 0.04, -0.54], [-0.13, 0.30, -0.44], [0.14, 0.23, 0.47], [-0.23, 0.13, -0.18], [-2.05, -0.31, 0.02], [0.14, 0.20, 0.63], [0.57, -0.60, -0.35], [-0.18, 0.90, -0.18], [0.81, -0.02, -0.10], [0.71, 0.37, -0.09], [0.66, 0.02, 0.31], [-0.47, -0.48, -0.86], [1.10, 0.33, 0.36], [0.02, -0.19, -0.06], [0.54, 0.90, 0.75], [-0.24, -0.27, -0.71], [0.08, 0.63, -0.79], [0.13, 0.26, -0.17], [0.17, -0.12, -0.27], [0.71, -0.05, 0.05], [0.72, -1.70, -0.61], [0.20, -0.27, 0.59], [0.37, -0.47, 0.02], [-0.21, -0.24, -0.07], [-0.52, -0.23, 0.11], [-0.11, 0.07, -0.27], [-0.27, -0.53, -0.19], [0.58, 0.91, -0.70], [0.36, -0.14, 0.33], [0.35, -0.61, 0.83], [0.12, 0.19, 0.30], [-0.04, 0.31, -0.20], [0.36, 0.43, 1.42], [0.63, 0.65, 0.19], [-0.53, 0.01, 1.36], [0.67, -0.11, 0.37], [-0.06, -0.05, -0.31], [0.31, -0.44, 0.23], [-0.11, 0.42, -0.54], [0.05, 0.33, 0.11], [-0.48, 0.13, 0.15], [-0.03, -0.07, 0.17], [-0.01, -0.13, 0.07], [-0.20, 0.01, -0.32], [0.25, 0.10, -0.10], [-0.31, 0.06, 0.02], [-1.59, 0.24, 0.44], [0.04, 0.33, 0.17], [0.63, -0.19, 0.57], [-0.43, 0.33, 0.34], [-0.03, 0.16, -0.02], [-1.20, -0.04, 0.10], [0.70, 0.39, 0.19], [-0.48, 0.45, -0.08], [0.47, -0.65, -0.54], [0.52, 0.15, 0.36], [0.06, -0.04, -0.03], [-1.43, 1.29, 0.13], [-0.07, 0.02, 0.14], [-0.23, -0.50, -0.46], [0.20, -0.17, 0.17], [0.74, 0.16, -1.12], [0.01, 0.01, 0.00], [0.03, -0.74, -0.74], [0.53, -0.62, 0.31], [0.20, 0.65, 0.14], [1.10, -0.75, -0.21], [-0.50, 0.24, 0.27], [0.80, -0.56, -0.12], [-0.50, 0.54, 0.33], [1.26, 0.17, 0.37], [-0.06, -0.13, -0.10], [-0.54, 0.43, 1.07], [-1.20, 0.70, 0.20], [-0.19, 0.10, -0.34], [0.50, 0.14, 0.12], [0.04, -0.09, -0.09], [-1.18, -0.15, -0.10], [0.04, -1.07, 0.54], [0.10, -0.26, 0.10], [0.12, 0.21, 0.11], [-0.16, 0.07, -0.10], [0.55, 1.03, 0.55], [0.27, -0.39, -0.47], [0.52, 0.11, -0.32], [-0.02, 0.72, -0.06], [-0.15, -0.13, 0.04], [-0.15, 0.82, -0.32], [-1.28, -0.35, -0.07], [-0.93, 0.53, -1.43], [-1.58, -1.29, -0.33], [-0.15, 0.60, 0.55], [0.11, 0.06, -0.12], [-0.07, -0.04, -0.27], [0.77, 0.16, -0.32], [-0.62, 0.13, 0.24], [0.18, 0.45, -0.60], [-0.72, -0.55, -0.61], [0.01, 0.21, 0.03], [-0.40, 0.68, -0.13], [-0.08, 0.24, 0.40], [0.45, 0.12, 0.16], [0.41, -0.39, 0.44], [-0.24, 0.12, 0.07], [-0.11, -0.47, 0.08], [-0.12, 0.29, 0.12], [-0.22, -0.35, 0.03]]
}